(1)
DFT (ωB97M-V/def2-TZVPD) results for C28H44N8OReSSi2 as an isolated structure.

Geometry as ORCA input:
```
! wB97M-V def2-TZVPD RIJCOSX def2/J DEFGRID3
* xyz 2 2
Re 0.65 -0.27 0.69
C 2.46 2.78 1.37
Si 1.38 1.56 2.32
C 2.33 1.17 3.90
C -0.13 2.50 2.98
C -0.11 3.77 3.57
C -1.27 4.35 4.03
C -2.49 3.66 3.95
C -2.53 2.40 3.40
C -1.36 1.82 2.89
Si -1.07 0.16 2.17
C -1.68 -0.27 0.29
C -1.99 -1.08 3.23
H 2.85 3.51 2.08
H 1.89 3.34 0.61
H 3.33 2.34 0.88
H 2.40 2.13 4.42
H 3.35 0.81 3.77
H 1.81 0.49 4.57
H 0.83 4.31 3.66
H -1.25 5.33 4.48
H -3.39 4.12 4.33
H -3.47 1.87 3.35
H -2.49 0.45 0.49
H -2.12 -1.27 0.30
H -1.38 -0.04 -0.74
H -2.98 -0.68 3.46
H -1.49 -1.20 4.19
H -2.13 -2.07 2.79
N 0.43 -2.31 1.53
C 0.92 -2.82 2.84
C 2.27 -2.25 3.22
C 3.40 -2.41 2.19
C 3.82 -1.11 1.53
N 2.84 -0.55 0.55
H -0.55 -2.59 1.43
H 0.91 -2.84 0.81
H 0.96 -3.91 2.78
H 0.19 -2.55 3.60
H 2.55 -2.74 4.15
H 2.15 -1.19 3.45
H 3.18 -3.18 1.44
H 4.29 -2.77 2.71
H 4.76 -1.26 0.99
H 4.01 -0.36 2.30
H 2.91 -1.20 -0.24
H 3.24 0.34 0.24
N -3.19 -2.05 -5.53
C -3.71 -2.16 -4.12
C -2.98 -1.15 -3.24
N -1.54 -1.27 -3.28
C -1.04 -1.21 -4.64
C -1.69 -2.22 -5.58
H -3.44 -1.13 -5.91
H -3.64 -2.74 -6.12
H -3.51 -3.18 -3.80
H -4.79 -1.99 -4.15
H -3.34 -1.26 -2.22
H -3.26 -0.13 -3.56
H -1.21 -2.10 -2.80
H 0.03 -1.39 -4.65
H -1.19 -0.20 -5.02
H -1.49 -3.24 -5.27
H -1.38 -2.08 -6.62
S 1.44 2.04 -3.25
C 1.48 0.94 -1.96
N 0.76 1.23 -0.91
C 0.06 2.43 -1.12
C -0.84 3.05 -0.25
C -1.42 4.24 -0.63
C -1.13 4.83 -1.87
C -0.26 4.23 -2.75
C 0.33 3.02 -2.36
H 2.07 0.04 -2.04
H -1.05 2.61 0.71
H -2.11 4.73 0.04
H -1.59 5.77 -2.14
H -0.02 4.68 -3.71
O 0.74 -1.72 -1.02
N 1.83 -2.41 -1.18
C 1.79 -3.46 -1.94
C 3.00 -4.21 -2.13
N 3.96 -4.81 -2.26
C 0.57 -3.87 -2.58
N -0.44 -4.15 -3.06
*
```

HOMO-LUMO gap (spin up / spin down): 7.922 / 7.270 eV
HOMO level (spin up / spin down): -13.2269 / -12.9547 eV
expectation value of S²: 0.756
relative energy (zero: lowest compared OMol25 entry of this formula, charge and spin): 0.0 kcal per mole

(2)
DFT (ωB97M-V/def2-TZVPD) results for a 2-piece molecular cluster, C28H45BF3N2O6S overall.

Geometry as ORCA input:
```
! wB97M-V def2-TZVPD RIJCOSX def2/J DEFGRID3
* xyz -1 1
C -2.47 -2.55 3.07
C -1.89 -1.45 3.63
C -1.63 -0.14 2.97
B -0.75 -0.26 1.56
C 0.87 -0.20 1.81
C 1.42 -1.15 2.89
C 1.87 -2.50 2.34
C 2.98 -2.37 1.30
N 3.87 -3.54 1.24
C 4.70 -3.48 0.04
C 3.12 -4.77 1.26
C 2.13 -5.03 0.14
O 3.30 -5.58 2.13
O -1.20 -1.29 0.61
C -2.20 -0.66 -0.14
C -2.81 -1.49 -1.27
C -1.89 -2.10 -2.30
C -2.44 -2.54 -3.51
C -1.65 -3.10 -4.51
C -0.27 -3.21 -4.33
C 0.28 -2.80 -3.12
C -0.52 -2.26 -2.12
C -1.78 0.81 -0.39
C -2.96 1.78 -0.31
N -3.73 1.98 -1.55
C -0.91 1.12 -1.62
C 0.56 0.89 -1.37
O 1.28 1.07 -2.60
C 2.64 1.35 -2.40
C 3.48 0.56 -3.40
F 4.02 1.38 -4.34
F 4.55 0.00 -2.78
F 2.84 -0.42 -4.02
O -1.07 1.06 0.83
H -1.93 -3.50 3.06
H -3.46 -2.57 2.63
H -1.60 -1.52 4.69
H -1.06 0.48 3.67
H -2.54 0.44 2.75
H 1.39 -0.44 0.88
H 1.15 0.82 2.06
H 2.32 -0.69 3.33
H 0.73 -1.30 3.73
H 1.01 -3.04 1.91
H 2.22 -3.11 3.17
H 3.58 -1.49 1.54
H 2.53 -2.16 0.32
H 4.94 -4.48 -0.33
H 5.64 -2.97 0.26
H 4.23 -2.93 -0.78
H 2.44 -5.90 -0.43
H 1.16 -5.21 0.59
H 2.07 -4.16 -0.52
H -3.05 -0.53 0.55
H -3.47 -0.79 -1.81
H -3.48 -2.25 -0.86
H -3.51 -2.45 -3.66
H -2.11 -3.44 -5.42
H 0.34 -3.62 -5.12
H 1.35 -2.89 -2.97
H -0.07 -1.97 -1.19
H -3.65 1.45 0.46
H -2.56 2.74 0.01
H -3.53 1.31 -2.27
H -3.67 2.93 -1.90
H -1.04 2.19 -1.84
H -1.25 0.59 -2.51
H 0.74 -0.13 -1.04
H 0.93 1.56 -0.59
H 2.94 1.04 -1.39
H 2.83 2.41 -2.56
C -0.12 4.98 1.84
C 0.05 6.37 1.21
C -1.25 6.70 0.46
S -2.56 5.80 1.31
O -3.07 4.79 0.42
O -3.43 6.73 1.98
C -1.50 4.99 2.50
H 0.66 4.76 2.56
H -0.09 4.21 1.06
H 0.22 7.11 2.00
H 0.91 6.41 0.54
H -1.49 7.76 0.47
H -1.22 6.34 -0.57
H -1.89 3.99 2.71
H -1.50 5.59 3.41
*
```

HOMO-LUMO gap: 6.522 eV
HOMO level: -4.2931 eV
relative energy (zero: lowest compared OMol25 entry of this formula, charge and spin): 0.0 kcal per mole

(3)
DFT (ωB97M-V/def2-TZVPD) results for C28H45BeFSeSi as an isolated structure.

Geometry as ORCA input:
```
! wB97M-V def2-TZVPD RIJCOSX def2/J DEFGRID3
* xyz -2 1
Be 0.00 0.00 0.00
C -6.15 5.72 1.35
C -5.07 4.71 1.11
C -5.23 3.70 0.16
C -4.21 2.76 -0.07
C -4.42 1.69 -1.11
C -3.01 2.83 0.68
Se -1.62 1.53 0.35
C -2.85 3.86 1.64
C -1.61 4.01 2.48
C -3.88 4.78 1.85
H -7.03 5.54 0.70
H -5.77 6.74 1.15
H -6.49 5.66 2.41
H -6.15 3.65 -0.42
H -5.41 1.78 -1.60
H -4.36 0.69 -0.63
H -3.64 1.77 -1.89
H -0.83 3.25 2.27
H -1.87 3.93 3.56
H -1.16 5.01 2.30
H -3.76 5.57 2.59
C 1.68 -3.90 -2.00
C 0.89 -2.58 -1.87
C -0.61 -2.90 -1.67
C 1.00 -1.82 -3.21
Si 1.56 -1.48 -0.34
C 3.19 -0.40 -0.78
C 4.29 -1.27 -1.43
C 3.78 0.27 0.48
C 2.82 0.75 -1.75
C 1.70 -2.48 1.38
C 1.65 -1.50 2.58
C 0.51 -3.45 1.56
C 3.01 -3.30 1.46
H 1.33 -4.48 -2.87
H 1.55 -4.55 -1.13
H 2.75 -3.73 -2.14
H -1.01 -3.43 -2.54
H -1.20 -1.99 -1.55
H -0.80 -3.54 -0.81
H 0.54 -2.39 -4.03
H 2.04 -1.65 -3.50
H 0.50 -0.85 -3.16
H 4.58 -2.10 -0.78
H 5.19 -0.68 -1.62
H 3.98 -1.69 -2.38
H 4.19 -0.47 1.18
H 3.03 0.87 1.01
H 4.61 0.94 0.22
H 2.50 0.39 -2.73
H 3.69 1.40 -1.93
H 2.02 1.38 -1.34
H 0.75 -0.87 2.54
H 2.51 -0.83 2.61
H 1.64 -2.04 3.53
H -0.45 -2.93 1.48
H 0.54 -3.92 2.55
H 0.53 -4.26 0.84
H 3.89 -2.67 1.44
H 3.09 -4.01 0.63
H 3.05 -3.88 2.39
F -4.89 -5.49 0.92
C -3.99 -4.51 0.76
C -3.50 -3.84 1.87
C -2.57 -2.81 1.70
C -2.14 -2.45 0.42
C -1.22 -1.34 0.23
C -2.64 -3.14 -0.70
C -3.57 -4.17 -0.52
H -3.85 -4.11 2.86
H -2.20 -2.28 2.57
H -0.95 -0.68 1.08
H -1.28 -0.73 -0.69
H -2.32 -2.88 -1.70
H -3.97 -4.71 -1.38
H -0.29 0.02 -1.40
*
```

HOMO-LUMO gap: 3.652 eV
HOMO level: 0.8583 eV

(4)
DFT (ωB97M-V/def2-TZVPD) results for C28H45Cl2CoF16O7 as an isolated structure.

Geometry as ORCA input:
```
! wB97M-V def2-TZVPD RIJCOSX def2/J DEFGRID3
* xyz 0 5
Co 0.89 1.82 -2.56
C 0.14 0.27 0.38
O 0.56 0.68 -0.91
H -0.40 1.00 0.98
H -0.56 -0.55 0.22
H 0.89 -0.26 0.96
C -3.75 -1.35 -0.31
C -3.67 -2.55 -1.26
C -4.95 -3.44 -1.36
F -5.22 -3.91 -0.12
F -6.06 -2.83 -1.83
F -3.35 -2.17 -2.53
F -2.62 -3.31 -0.82
O -4.70 -0.33 -0.63
C -4.77 0.75 0.25
C -5.74 1.89 -0.19
F -5.76 2.90 0.71
F -5.41 2.39 -1.38
F -5.15 0.28 1.45
F -3.50 1.29 0.29
H -2.76 -0.95 -0.11
H -4.02 -1.83 0.63
H -4.67 -4.29 -1.98
H -6.74 1.47 -0.30
C -2.14 -1.54 4.70
C -1.77 -2.62 3.62
C -0.23 -2.66 3.28
F 0.55 -2.68 4.37
F 0.02 -3.67 2.45
F -2.11 -3.81 4.18
F -2.50 -2.47 2.45
O -1.31 -0.34 4.66
C -1.98 0.92 4.91
C -1.03 2.10 4.86
F -0.18 2.08 5.89
F -0.33 2.15 3.74
F -2.81 1.08 3.86
F -2.79 0.86 5.99
H -1.96 -2.00 5.67
H -3.21 -1.38 4.62
H 0.12 -1.80 2.72
H -1.69 2.97 4.88
C 3.77 -1.22 -3.82
C 2.76 -1.40 -4.95
C 1.79 -0.29 -4.82
O 1.96 0.22 -3.48
C 2.82 -0.68 -2.74
H 4.55 -0.50 -4.08
H 4.25 -2.14 -3.49
H 2.29 -2.38 -4.83
H 3.28 -1.41 -5.91
H 0.80 -0.74 -4.97
H 1.82 0.44 -5.63
H 2.21 -1.51 -2.37
H 3.27 -0.26 -1.84
C 4.25 2.45 -0.06
C 4.86 2.05 -1.37
C 3.96 2.70 -2.42
O 2.64 2.63 -1.82
C 2.89 3.03 -0.42
H 4.70 3.22 0.56
H 4.17 1.59 0.61
H 4.78 0.96 -1.41
H 5.88 2.42 -1.49
H 4.05 2.04 -3.29
H 4.24 3.70 -2.74
H 2.09 2.61 0.19
H 2.77 4.11 -0.31
C 2.89 0.03 4.56
C 4.20 0.20 5.26
C 4.68 1.61 4.92
O 3.75 2.07 3.93
C 3.03 0.93 3.33
H 2.03 0.37 5.12
H 2.80 -1.00 4.19
H 4.88 -0.62 5.02
H 4.14 0.08 6.34
H 5.70 1.55 4.55
H 4.69 2.32 5.75
H 3.40 0.40 2.45
H 2.03 1.22 3.02
C -3.02 0.34 -3.96
C -2.96 1.75 -4.42
C -1.49 1.99 -4.65
O -0.93 1.35 -3.48
C -1.69 0.19 -3.23
H -2.96 -0.27 -4.86
H -3.93 0.07 -3.43
H -3.30 2.48 -3.69
H -3.55 1.95 -5.31
H -1.18 3.03 -4.70
H -1.19 1.46 -5.55
H -1.88 0.16 -2.16
H -1.13 -0.65 -3.63
C 0.25 -3.67 -0.86
Cl -0.44 -5.32 -0.52
Cl -0.02 -3.36 -2.56
H -0.29 -2.93 -0.28
H 1.32 -3.56 -0.71
*
```

HOMO-LUMO gap (spin up / spin down): 4.114 / 8.359 eV
HOMO level (spin up / spin down): -3.5522 / -7.8081 eV
expectation value of S²: 6.005